(1)
DFT (wB97M-V/def2-TZVPD) results for a 3-piece molecular cluster, C35H66N2O7S overall.

Output
**2S+1**: 3
**Total charge**: 0
**Calculated total energy**: -65504.6806 eV

Each line ends with the Löwdin spin population.
Cartesian coordinates (Å):
C 7.8015 8.4179 -2.8167  0.000
C 6.9912 8.4924 -3.7042  0.000
C 5.8601 8.5089 -4.7634  0.000
C 5.1640 7.0672 -4.7950  0.000
O 3.8118 7.2813 -4.3839  0.000
C 3.0643 6.0666 -4.2526  0.000
C 2.9804 5.5126 -2.7319  0.000
C 3.6461 6.6150 -1.8055  0.000
S 2.5633 8.1081 -1.5511  0.000
C 3.4193 8.9227 -0.1089  0.000
C 2.7241 10.2799 0.3260  0.000
C 3.9524 4.2555 -2.6947  0.000
C 3.3989 2.9190 -3.3217  0.000
C 4.6210 2.2296 -4.0915  0.000
O 2.3559 3.0616 -4.2866  0.000
O 1.5971 5.2631 -2.5098  0.000
C 1.1986 4.9439 -1.1838  0.000
C 1.3130 3.4029 -0.7654  0.000
C 2.5594 3.0892 0.1832  0.000
C 2.1784 2.3200 1.5097  0.000
C 1.8305 0.8308 1.1270  0.000
O 0.8925 0.3080 1.6725  0.000
O 2.6000 0.1753 0.1367  0.000
H 8.5700 8.0356 -2.1141  0.000
H 6.2162 8.8349 -5.7761  0.000
H 5.0771 9.2632 -4.4482  0.000
H 5.1563 6.6262 -5.8358  0.000
H 5.7551 6.3747 -4.1345  0.000
H 3.5719 5.2918 -4.9065  0.000
H 2.0396 6.2286 -4.6810  0.000
H 3.7042 6.1417 -0.7700  0.000
H 4.7039 6.8714 -2.0719  0.000
H 3.4890 8.2096 0.7681  0.000
H 4.4947 9.1053 -0.4184  0.000
H 2.3007 10.1824 1.3689  0.000
H 1.8992 10.4870 -0.4105  0.000
H 3.5010 11.1005 0.2919  0.000
H 4.8635 4.5497 -3.3042  0.000
H 4.3513 4.1489 -1.6371  0.000
H 3.1586 2.1987 -2.4791  0.000
H 5.4968 2.2919 -3.3878  0.000
H 4.8368 2.8065 -5.0300  0.000
H 4.4276 1.1453 -4.3166  0.000
H 1.5065 3.0806 -3.8096  0.000
H 0.0881 5.1707 -1.1270  0.000
H 1.6616 5.5333 -0.3494  0.000
H 0.3991 3.1925 -0.1220  0.000
H 1.2272 2.6984 -1.6391  0.000
H 3.4060 2.5712 -0.3505  0.000
H 2.9847 4.0961 0.4956  0.000
H 3.1233 2.2968 2.1415  0.000
H 1.3980 2.8173 2.1376  0.000
H 1.9708 0.0048 -0.5965  0.000
C -1.5720 -2.5693 2.2882  0.001
C -2.1972 -1.7356 3.4434  0.025
C -1.1576 -1.4852 4.5543  0.014
C -0.8821 -2.7056 5.4213  0.001
C -2.1863 -3.2505 5.9928  0.013
C -3.2288 -3.5549 4.9039  0.025
N -3.4279 -2.4150 3.9522  0.337
O -4.1687 -1.4985 4.5752  0.576
C -2.7891 -4.8265 4.1440  0.002
C -4.5454 -3.9769 5.5885  -0.001
C -2.4896 -0.3681 2.7893  -0.001
H -0.4943 -2.6981 2.4147  0.000
H -2.0114 -3.5579 2.1721  0.001
H -1.7300 -2.0963 1.3157  0.000
H -1.5031 -0.6742 5.2067  0.003
H -0.2184 -1.1347 4.1158  0.001
H -0.3571 -3.4724 4.8440  0.000
H -0.2129 -2.4274 6.2411  0.001
H -1.9736 -4.1550 6.5715  0.001
H -2.5897 -2.5225 6.7060  0.003
H -3.4369 -5.0140 3.2834  0.001
H -2.8514 -5.7080 4.7876  0.000
H -1.7561 -4.7888 3.7991  0.000
H -4.9198 -3.2199 6.2802  -0.001
H -4.4002 -4.8861 6.1766  0.000
H -5.3241 -4.1831 4.8493  0.000
H -3.2596 -0.4542 2.0177  0.000
H -1.5861 0.0240 2.3164  0.000
H -2.8145 0.3847 3.5115  -0.001
C -5.9256 -6.2930 -1.0310  0.001
C -4.4705 -5.7556 -0.9165  0.025
C -3.7307 -5.9060 -2.2613  0.014
C -3.3080 -7.3349 -2.5714  0.001
C -2.4873 -7.9017 -1.4189  0.013
C -3.2176 -7.8095 -0.0685  0.025
N -3.7622 -6.4410 0.2075  0.336
O -2.7393 -5.6691 0.5701  0.574
C -4.3513 -8.8605 -0.0495  0.001
C -2.2598 -8.2878 1.0426  -0.001
C -4.6580 -4.2410 -0.6758  -0.001
H -6.1891 -6.5421 -2.0619  0.000
H -6.1179 -7.1716 -0.4197  0.001
H -6.6566 -5.5618 -0.6771  0.000
H -2.8325 -5.2773 -2.2602  0.003
H -4.3560 -5.5301 -3.0768  0.001
H -4.1853 -7.9574 -2.7711  0.000
H -2.7088 -7.3477 -3.4866  0.001
H -2.2348 -8.9439 -1.6377  0.001
H -1.5341 -7.3633 -1.3677  0.003
H -4.9729 -8.7518 0.8434  0.001
H -3.9422 -9.8736 -0.0322  0.000
H -4.9947 -8.8189 -0.9283  0.000
H -1.3291 -7.7181 1.0679  -0.001
H -1.9775 -9.3314 0.8857  0.000
H -2.7328 -8.2184 2.0260  0.000
H -5.1353 -4.0490 0.2888  0.001
H -5.2940 -3.8107 -1.4536  0.000
H -3.7153 -3.6898 -0.7047  0.000

***

(2)
DFT (wB97M-V/def2-TZVPD) results for a 6-piece molecular cluster, C19H49BrNO16S5 overall.

Output
**2S+1**: 1
**Total charge**: +1
**Calculated total energy**: -178957.3398 eV

Each line ends with the Mulliken charge.
Cartesian coordinates (Å):
Br -1.8548 -3.6043 2.9707  -0.037
C -3.2966 -2.3112 3.0004  -0.159
C -2.7922 -0.9916 2.4708  -0.862
O -3.8225 -0.1603 1.9587  -0.228
C -5.1234 -0.4302 2.4253  -0.428
C -5.5548 -1.8961 2.2396  -0.681
N -4.3519 -2.7793 2.0608  -0.062
H -3.6805 -2.2950 4.0107  0.452
H -2.1714 -0.4895 3.2102  0.390
H -2.1337 -1.2249 1.6355  0.497
H -5.7869 0.1741 1.8177  0.337
H -5.2738 -0.1041 3.4533  0.339
H -6.2224 -1.9976 1.3950  0.433
H -6.0703 -2.2481 3.1245  0.382
H -3.9971 -2.7165 1.1031  0.392
H -4.5889 -3.7534 2.2595  0.300
O -0.3237 2.7822 -2.3370  -0.631
S -1.5929 2.3534 -2.8411  1.313
O -2.6374 3.3047 -3.0554  -0.651
O -2.1446 1.2076 -1.8600  -0.342
C -2.1571 1.5181 -0.4589  0.066
C -3.3173 2.4105 -0.0676  -1.103
C -1.3804 1.3635 -4.2759  -0.909
H -1.2013 1.9638 -0.1773  0.359
H -2.2345 0.5564 0.0430  -0.176
H -3.2073 3.4041 -0.4987  0.425
H -3.3744 2.5149 1.0162  0.347
H -4.2585 1.9992 -0.4345  0.239
H -0.6196 0.6150 -4.0778  0.306
H -1.0551 2.0218 -5.0772  0.318
H -2.3330 0.9040 -4.5258  0.404
O -0.0520 0.8983 4.7057  -0.689
S 1.0769 0.9637 3.8170  1.182
O 1.6454 -0.2490 3.3086  -0.652
O 2.2117 1.8489 4.4746  -0.151
C 2.6317 1.5367 5.8212  -0.426
C 3.5649 0.3443 5.8740  -0.971
C 0.7134 2.0381 2.4756  -0.394
H 1.7544 1.3896 6.4528  0.347
H 3.1404 2.4333 6.1674  0.298
H 3.0496 -0.5781 5.6079  0.277
H 3.9671 0.2338 6.8807  0.412
H 4.3914 0.4758 5.1764  0.237
H 0.3199 2.9704 2.8707  0.411
H -0.0295 1.5428 1.8541  -0.022
H 1.6278 2.2085 1.9138  0.189
O 0.8181 1.2800 -6.5377  -0.618
S 1.8642 2.0786 -7.1108  1.280
O 1.7101 3.4962 -7.1879  -0.631
O 2.2122 1.5005 -8.5492  -0.305
C 1.1219 1.3068 -9.4775  -0.324
C 0.6734 2.6025 -10.1228  -0.977
C 3.3970 1.6965 -6.3367  -0.988
H 0.2973 0.8038 -8.9705  0.307
H 1.5123 0.6232 -10.2280  0.280
H 0.2036 3.2666 -9.3986  0.293
H -0.0474 2.3921 -10.9126  0.388
H 1.5241 3.1299 -10.5528  0.268
H 3.5219 0.6178 -6.3207  0.311
H 3.3485 2.0931 -5.3250  0.377
H 4.1951 2.1775 -6.8949  0.349
O -0.8656 -9.0780 -0.4393  -0.635
S -1.4180 -9.5525 0.7913  1.219
O -2.7871 -9.9575 0.8539  -0.606
O -1.1691 -8.4307 1.9095  -0.318
C -1.5771 -7.0993 1.5790  -0.371
C -3.0797 -6.9183 1.7061  -0.646
C -0.3930 -10.8023 1.4824  -0.924
H -1.2280 -6.8435 0.5766  0.350
H -1.0500 -6.4565 2.2830  0.162
H -3.6079 -7.4979 0.9507  0.429
H -3.3453 -5.8677 1.5767  -0.033
H -3.4262 -7.2568 2.6829  0.298
H 0.6356 -10.4540 1.4749  0.321
H -0.5040 -11.6828 0.8539  0.378
H -0.7325 -11.0125 2.4928  0.322
O 3.4559 3.5058 1.5857  -0.600
S 4.6162 4.2173 2.0378  1.239
O 4.7286 4.5852 3.4142  -0.629
O 4.8110 5.5008 1.1233  -0.316
C 3.6770 6.3785 0.9447  -0.289
C 3.4500 7.2815 2.1404  -0.970
C 6.0708 3.3627 1.5397  -1.009
H 2.7909 5.7858 0.7136  0.282
H 3.9162 6.9679 0.0626  0.281
H 3.1284 6.7140 3.0129  0.274
H 2.6806 8.0172 1.9071  0.393
H 4.3687 7.8036 2.4053  0.267
H 5.9915 3.1240 0.4832  0.316
H 6.1255 2.4543 2.1352  0.360
H 6.9297 3.9980 1.7371  0.364

***

(3)
DFT (wB97M-V/def2-TZVPD) results for C29H32N5O3PSr as an isolated structure.

Output
**2S+1**: 1
**Total charge**: 0
**Calculated total energy**: -54312.1075 eV
**Energy relative to the best compared isomer or geometry (same formula, charge and spin)**: 1.708 eV

Each line ends with the Mulliken charge.
Cartesian coordinates (Å):
Sr 9.9306 11.4865 10.6883  1.824
O 10.9630 11.9196 15.0942  -0.761
C 10.5361 12.0608 13.9576  -0.247
N 10.3824 11.0590 13.0659  0.005
C 10.7034 9.7494 13.5801  -1.159
C 10.9775 8.7948 12.4297  0.671
C 11.2871 7.4914 12.8168  -0.848
C 11.7589 6.6728 11.8434  -0.395
C 11.6606 6.9870 10.5210  -0.629
C 11.3329 8.2717 10.2160  -0.466
N 10.9402 9.1452 11.1025  -0.022
C 10.2730 13.4018 13.4987  0.482
C 10.1128 14.4835 14.4253  -0.620
C 9.8829 15.7320 13.9406  -0.182
C 10.0648 16.0134 12.5467  -0.746
C 10.1288 14.9135 11.7230  -0.562
N 10.1073 13.6618 12.2150  0.053
H 9.9470 9.3001 14.2447  0.318
H 11.7008 9.7520 14.1399  0.545
H 11.2761 7.1702 13.8566  0.403
H 11.9952 5.6184 12.0629  0.325
H 11.7981 6.2757 9.7512  0.466
H 11.4074 8.6751 9.1897  0.400
H 10.2251 14.2607 15.5033  0.411
H 9.5684 16.5191 14.6462  0.384
H 10.2796 16.9891 12.1610  0.421
H 10.2170 14.9380 10.6411  0.617
O 10.1009 13.4730 8.8079  -0.863
C 9.1456 12.8862 8.2028  0.890
O 8.7065 11.7638 8.6146  -0.830
C 8.4071 13.6238 7.0264  -0.663
P 6.5417 13.6778 7.4377  0.034
C 5.9515 12.6101 6.1391  0.323
C 6.2751 11.2199 6.2226  -0.394
C 5.8095 10.3402 5.2438  -0.610
C 4.7604 10.7274 4.3797  -0.514
C 4.4092 12.0408 4.4092  -0.505
C 4.8539 12.9304 5.3339  -0.439
C 6.3208 15.3082 6.8227  0.390
C 5.5582 16.2629 7.6099  -0.513
C 5.1067 17.3997 7.0938  -0.445
C 5.4199 17.7146 5.7292  -0.386
C 6.2275 16.8966 5.0015  -0.600
C 6.6842 15.6852 5.5107  0.046
H 8.6054 13.1388 6.0618  0.392
H 8.9010 14.6414 7.0447  0.397
H 6.9208 10.8555 6.9858  0.435
H 6.2316 9.3479 5.0647  0.343
H 4.2127 10.0130 3.8728  0.471
H 3.7069 12.3974 3.6344  0.289
H 4.3968 13.9178 5.3525  0.354
H 5.1700 15.9258 8.5887  0.251
H 4.5026 18.0552 7.7012  0.401
H 5.0892 18.7138 5.3595  0.310
H 6.5604 17.1168 3.9712  0.327
H 7.2965 15.0066 4.9052  0.305
N 7.5335 9.0370 10.7691  -0.345
C 7.3677 8.9360 12.2188  0.247
C 6.3765 10.0269 12.7248  -1.032
C 6.9388 11.4528 12.8458  -0.217
N 7.3261 12.0449 11.5337  -0.204
H 6.6551 8.8195 10.3218  0.241
H 8.3228 8.4840 10.4207  0.155
H 8.3234 8.9967 12.7137  -0.441
H 6.9884 7.9485 12.5861  0.307
H 5.8981 9.7899 13.7307  0.386
H 5.5369 10.0619 12.0637  0.397
H 7.8152 11.4284 13.5244  -0.054
H 6.2117 12.1579 13.3616  0.372
H 6.8801 12.9189 11.4251  0.140
H 7.0601 11.4118 10.7659  0.167

***

(4)
DFT (wB97M-V/def2-TZVPD) results for C4H4N2 as an isolated structure.

Output
**2S+1**: 1
**Total charge**: 0
**Calculated total energy**: -7186.0103 eV
**Energy relative to the best compared isomer or geometry (same formula, charge and spin)**: 6.678 eV

Each line ends with the natural charge from an NBO analysis.
Cartesian coordinates (Å):
C 0.0196 0.2537 1.5931  -0.232
C -0.0632 0.0936 0.3172  -0.006
C 0.8679 1.1780 0.7226  -0.449
C -0.4971 -0.8068 -1.4307  0.009
N -0.8221 -2.1841 -1.3120  -0.051
N -1.7744 -1.4288 -1.4766  -0.050
H -0.2544 0.0147 2.5887  0.228
H 0.5871 2.2165 0.5920  0.176
H 1.9398 1.0132 0.6675  0.174
H -0.0032 -0.3500 -2.2618  0.202